# C24H30N4O2

A single C24H30N4O2 molecule (wB97M-V/def2-TZVPD, the Open Molecules 2025 dataset).

Bonds (Å) are listed after each position.
Element x y z (Å)
1 C 3.0087 5.9655 0.5964  O2 1.402, H31 1.088, H32 1.098, H33 1.098
2 O 2.3469 4.7301 0.6317  C1 1.402, C3 1.411
3 C 1.7738 4.3787 -0.6088  O2 1.411, C4 1.528, H34 1.100, H35 1.102
4 C 1.0555 3.0349 -0.4981  C3 1.528, N5 1.450, H36 1.104, H37 1.093
5 N 1.9522 1.9177 -0.7234  C4 1.450, C6 1.453, C30 1.454
6 C 1.2255 0.6851 -0.9780  N5 1.453, C7 1.533, H38 1.093, H39 1.104
7 C 2.2170 -0.4362 -1.3072  C6 1.533, N8 1.451, H40 1.091, H41 1.094
8 N 3.2065 -0.6659 -0.2713  C7 1.451, C9 1.462, C29 1.451
9 C 2.6977 -1.3516 0.9151  N8 1.462, C10 1.491, H42 1.099, H43 1.095
10 C 2.1324 -2.6842 0.5558  C9 1.491, C11 1.379, C15 1.416
11 C 2.8240 -3.8263 0.2129  C10 1.379, N12 1.348, H44 1.071
12 N 1.9140 -4.7583 -0.1329  C11 1.348, C13 1.434, N14 1.328
13 C 2.1552 -6.1107 -0.5430  N12 1.434, H45 1.088, H46 1.092, H47 1.092
14 N 0.6740 -4.2909 -0.0473  N12 1.328, C15 1.327
15 C 0.7728 -3.0365 0.3733  C10 1.416, N14 1.327, C16 1.461
16 C -0.3946 -2.1747 0.5473  C15 1.461, C17 1.393, C28 1.392
17 C -0.5798 -1.4414 1.7167  C16 1.393, C18 1.380, H48 1.080
18 C -1.6436 -0.5706 1.8398  C17 1.380, C19 1.391, H49 1.079
19 C -2.5459 -0.4184 0.7916  C18 1.391, O20 1.371, C27 1.391
20 O -3.5227 0.5321 0.9433  C19 1.371, C21 1.369
21 C -4.7561 0.3594 0.3744  O20 1.369, C22 1.392, C26 1.391
22 C -5.4434 1.5102 -0.0002  C21 1.392, C23 1.381, H50 1.079
23 C -6.7198 1.4131 -0.5195  C22 1.381, C24 1.385, H51 1.080
24 C -7.3202 0.1742 -0.6718  C23 1.385, C25 1.384, H52 1.079
25 C -6.6397 -0.9686 -0.2879  C24 1.384, C26 1.383, H53 1.080
26 C -5.3634 -0.8845 0.2378  C21 1.391, C25 1.383, H54 1.080
27 C -2.3794 -1.1598 -0.3736  C19 1.391, C28 1.381, H55 1.080
28 C -1.3159 -2.0329 -0.4859  C16 1.392, C27 1.381, H56 1.079
29 C 3.8577 0.5944 0.0352  N8 1.451, C30 1.532, H57 1.092, H58 1.094
30 C 2.8787 1.7214 0.3796  N5 1.454, C29 1.532, H59 1.089, H60 1.105
31 H 3.4025 6.1389 1.5959  C1 1.088
32 H 3.8349 5.9557 -0.1264  C1 1.098
33 H 2.3208 6.7781 0.3284  C1 1.098
34 H 2.5516 4.3115 -1.3839  C3 1.100
35 H 1.0538 5.1566 -0.9086  C3 1.102
36 H 0.5650 2.9833 0.4892  C4 1.104
37 H 0.2820 2.9960 -1.2691  C4 1.093
38 H 0.5646 0.8377 -1.8351  C6 1.093
39 H 0.5976 0.3948 -0.1169  C6 1.104
40 H 1.6738 -1.3629 -1.4979  C7 1.091
41 H 2.7650 -0.1595 -2.2128  C7 1.094
42 H 1.9340 -0.7656 1.4458  C9 1.099
43 H 3.5518 -1.4891 1.5867  C9 1.095
44 H 3.8764 -4.0241 0.1914  C11 1.071
45 H 1.1923 -6.5630 -0.7709  C13 1.088
46 H 2.7890 -6.1354 -1.4316  C13 1.092
47 H 2.6408 -6.6763 0.2550  C13 1.092
48 H 0.1029 -1.5693 2.5443  C17 1.080
49 H -1.7897 0.0066 2.7400  C18 1.079
50 H -4.9618 2.4673 0.1274  C22 1.079
51 H -7.2467 2.3099 -0.8102  C23 1.080
52 H -8.3157 0.1001 -1.0823  C24 1.079
53 H -7.1062 -1.9372 -0.3917  C25 1.080
54 H -4.8403 -1.7762 0.5513  C26 1.080
55 H -3.0730 -1.0370 -1.1930  C27 1.080
56 H -1.1807 -2.6054 -1.3908  C28 1.079
57 H 4.5568 0.4432 0.8607  C29 1.092
58 H 4.4250 0.8851 -0.8541  C29 1.094
59 H 3.4279 2.6479 0.5438  C30 1.089
60 H 2.3374 1.4833 1.3135  C30 1.105

Its net charge is 0. The HOMO-LUMO gap comes out at 8.8 eV. As for the lowest unoccupied orbital energy: 0.9 eV. Its HOMO energy is -7.934 eV. The structure (SMILES) is COCCN1CCN(Cc2cn(C)nc2-c2ccc(Oc3ccccc3)cc2)CC1. The energy above the lowest of the compared OMol25 structures with the same formula, charge and spin comes out at 279.8 kJ/mol.